Record 1
DFT (ωB97M-V with the def2-TZVPD basis set) results for C4H14B2FNO5Tl as an isolated structure in a non-equilibrium geometry.

## Properties
ΔE to the lowest compared entry with this formula, charge and spin	0.0	kcal/mol
total charge	+1

Structure (XYZ):
```
28
C4H14B2FNO5Tl, DFT ωB97M-V with the def2-TZVPD basis set
Tl -1.1044 1.8974 0.2744
B 0.0570 3.9280 -1.3293
H 0.7575 3.5927 -0.4729
H -0.9711 4.2902 -0.9400
H 0.5155 4.8358 -1.8649
H -0.0830 3.0356 -2.0205
B -2.4996 -0.6192 0.5428
H -2.7905 0.0195 -0.3775
H -3.2574 -1.4710 0.6931
H -1.4391 -1.0104 0.4560
H -2.5290 0.0786 1.4759
C 1.2507 -2.8331 3.7446
C 2.5286 -2.4652 3.0779
O 2.2413 -1.2029 2.5032
C 0.9361 -1.0220 2.4157
O 0.3825 -0.0796 1.9164
O 0.2802 -2.0116 3.1163
F 2.8527 -3.3829 2.1283
H 1.4539 -2.6131 4.7950
H 0.9229 -3.8504 3.5461
H 3.3817 -2.3458 3.7425
C -0.7756 0.5128 -4.4790
N 0.0592 0.3565 -3.2490
O -0.5512 0.4241 -2.1927
O 1.2554 0.3302 -3.3921
H -0.0973 0.6105 -5.3194
H -1.3969 1.3881 -4.3104
H -1.3800 -0.3928 -4.4806
```

Record 2
DFT (ωB97M-V with the def2-TZVPD basis set) results for a 2-piece molecular cluster, C21H44N3O5S overall in a non-equilibrium geometry.

## Properties
E_tot	-48025.00819	eV
total charge	+1

Structure (XYZ):
```
74
C21H44N3O5S, DFT ωB97M-V with the def2-TZVPD basis set
C -1.7589 -4.6840 3.3979
O -2.6635 -4.0791 2.4999
C -2.2919 -4.2020 1.1538
C -2.2215 -2.8551 0.4663
C -1.8368 -3.0447 -1.0085
C -0.6391 -2.2248 -1.4442
C 0.6426 -2.5427 -0.6823
C 1.7677 -1.5353 -0.9764
C 2.3828 -0.9315 0.2905
C 2.8349 0.5128 0.1188
C 1.6775 1.4930 -0.1288
C 1.2852 2.3013 1.0970
N 1.1589 3.7515 0.9052
C 0.6370 4.2561 2.1410
O 0.5513 5.4518 2.4437
C 0.2299 3.0212 3.0057
S -1.0407 3.3136 4.2302
C -1.0645 1.8675 5.2812
O -0.5482 4.3777 5.0560
O -2.3251 3.5467 3.6360
C 0.0134 1.9529 1.8933
C -0.0787 0.5352 2.4356
C -1.3295 2.2504 1.1875
C -1.5286 1.5783 -0.1759
N -2.9495 1.3034 -0.4757
H -2.0141 -4.3377 4.3870
H -1.8072 -5.7668 3.3424
H -0.7407 -4.3575 3.1855
H -2.9959 -4.8207 0.5980
H -1.3191 -4.6845 1.0604
H -3.2068 -2.4127 0.5452
H -1.5331 -2.2041 0.9941
H -1.6772 -4.0986 -1.2100
H -2.6847 -2.7597 -1.6198
H -0.4490 -2.4023 -2.5004
H -0.8660 -1.1718 -1.2906
H 0.4085 -2.5468 0.3755
H 0.9730 -3.5499 -0.9047
H 1.3863 -0.7774 -1.6568
H 2.5335 -2.0867 -1.5086
H 3.2530 -1.5296 0.5375
H 1.7069 -1.0363 1.1259
H 3.4117 0.8038 0.9896
H 3.5262 0.5124 -0.7177
H 0.8637 0.9209 -0.5485
H 2.0290 2.1882 -0.8816
H 2.0650 2.1349 1.8348
H 0.4671 3.9156 0.1828
H 1.0757 2.6958 3.6063
H -0.1930 1.2693 5.0534
H -0.9427 2.2372 6.2850
H -1.9790 1.3098 5.1571
H -0.9171 0.4155 3.1068
H 0.8176 0.2395 2.9739
H -0.2439 -0.1537 1.6155
H -1.5290 3.3122 1.1049
H -2.1078 1.8781 1.8368
H -1.1913 2.2682 -0.9457
H -1.0290 0.6259 -0.2375
H -3.1729 0.4006 -0.0858
H -3.5447 1.9999 -0.0530
C 0.2647 0.4481 -4.5614
C 1.6887 0.8697 -4.5003
O 2.2762 1.2854 -3.5614
N 2.5220 0.8428 -5.7842
C 2.1165 -0.0532 -6.9098
H -0.1145 0.3952 -3.5450
H -0.3140 1.1835 -5.1263
H 0.1576 -0.5297 -5.0329
H 2.5618 1.8222 -6.0915
H 3.4762 0.6696 -5.4499
H 2.8439 0.0544 -7.7091
H 1.1343 0.2455 -7.2607
H 2.1091 -1.0784 -6.5532
```

Record 3
DFT (ωB97M-V with the def2-TZVPD basis set) results for C41H62ClNO8P2SbTi as an isolated structure in a non-equilibrium geometry.

## Properties
multiplicity	2
ΔE to the lowest compared entry with this formula, charge and spin	10.9	kcal/mol

Structure (XYZ):
```
117
C41H62ClNO8P2SbTi, DFT ωB97M-V with the def2-TZVPD basis set
Ti -0.1643 0.5380 -0.3158
C 4.9698 -0.4028 -0.0945
C 4.4373 0.8694 -0.7646
C 4.5847 2.0367 0.2118
P 2.6822 0.6781 -1.3424
C 2.7796 -0.1679 -3.0136
C 3.1602 -1.6441 -2.8720
C 3.6235 0.4345 -4.1366
C 2.2512 2.4199 -1.7439
C 3.0175 3.1935 -2.6212
C 2.5913 4.4282 -3.0705
C 1.3440 4.8911 -2.6611
C 0.6262 4.1929 -1.7128
C 1.1161 3.0035 -1.1634
N 0.5134 2.3780 -0.0298
C 0.0737 3.1858 1.0513
C 0.2784 4.5738 1.1330
C -0.1533 5.3098 2.2229
C -0.7769 4.7005 3.3033
C -0.9083 3.3250 3.2729
C -0.4976 2.5684 2.1782
P -0.4822 0.7510 2.2659
C -2.1288 0.2621 2.9934
C -2.1440 -0.0511 4.4917
C -3.2454 1.2660 2.6616
C 0.8371 0.5833 3.5548
C 0.9644 -0.8198 4.1690
C 2.1490 1.0108 2.8913
H 6.0004 -0.2455 0.2331
H 4.9648 -1.2734 -0.7486
H 4.3760 -0.6461 0.7909
H 5.0375 1.0752 -1.6564
H 4.0271 1.8454 1.1294
H 4.2369 2.9831 -0.1996
H 5.6376 2.1488 0.4823
H 1.7360 -0.1328 -3.3351
H 4.1995 -1.7715 -2.5634
H 3.0520 -2.1341 -3.8427
H 2.5280 -2.1810 -2.1701
H 4.6713 0.5724 -3.8538
H 3.2293 1.3753 -4.5044
H 3.6116 -0.2666 -4.9756
H 3.9817 2.8277 -2.9419
H 3.2031 5.0053 -3.7515
H 0.9419 5.8137 -3.0616
H -0.3360 4.5602 -1.3864
H 0.8075 5.0916 0.3497
H 0.0185 6.3796 2.2269
H -1.1211 5.2761 4.1518
H -1.3227 2.8155 4.1358
H -2.3610 -0.6620 2.4626
H -1.6895 0.7410 5.0913
H -1.6434 -0.9862 4.7272
H -3.1829 -0.1502 4.8165
H -3.3249 2.0264 3.4400
H -4.1985 0.7340 2.6151
H -3.1021 1.7800 1.7140
H 0.6005 1.3075 4.3373
H 0.6336 -1.6065 3.4945
H 0.3872 -0.9141 5.0849
H 2.0069 -1.0288 4.4196
H 2.3627 0.4069 2.0054
H 2.9792 0.8833 3.5907
H 2.1237 2.0543 2.5750
O -1.6139 2.2998 -2.2088
Cl -1.3142 1.1873 -3.0688
O -0.7116 1.5891 -4.2968
O -2.4444 0.3274 -3.2544
O -0.2423 0.3450 -2.3002
O -2.6873 -1.6247 0.1840
C -2.9541 -0.4696 -0.0890
O -2.0470 0.4946 -0.1281
C -4.3489 -0.0200 -0.3637
C -5.3831 -0.9226 -0.1829
C -6.7136 -0.5483 -0.4047
C -6.9258 0.7444 -0.8109
O -8.1176 1.3381 -1.0915
C -7.8119 2.6917 -1.4640
O -6.3924 2.8459 -1.4120
C -5.8917 1.6406 -0.9984
C -4.5867 1.2996 -0.7844
H -5.1418 -1.9274 0.1351
H -7.5346 -1.2378 -0.2666
H -8.2800 3.3721 -0.7542
H -8.1613 2.8702 -2.4793
H -3.7708 1.9905 -0.9460
C -0.2726 -5.3134 0.6168
C -0.7930 -3.8894 0.7728
C -0.9933 -3.5474 2.2463
Sb 0.3316 -2.3921 -0.2602
C 2.3741 -2.9801 0.1189
C 2.6784 -2.7567 1.5978
C 2.9109 -4.3481 -0.3048
C -0.0984 -2.9276 -2.3294
C 0.5501 -4.1516 -2.9685
C -1.6177 -2.9892 -2.5000
H -1.0241 -6.0217 0.9823
H 0.6294 -5.4726 1.2101
H -0.0431 -5.5818 -0.4129
H -1.7599 -3.7891 0.2824
H -0.0676 -3.6456 2.8170
H -1.7206 -4.2314 2.6975
H -1.3742 -2.5355 2.3803
H 2.9165 -2.2104 -0.4259
H 2.1613 -3.4777 2.2361
H 2.4021 -1.7588 1.9301
H 3.7522 -2.8765 1.7848
H 2.6310 -5.1214 0.4109
H 4.0062 -4.3163 -0.3230
H 2.5816 -4.6827 -1.2817
H 0.2635 -2.0421 -2.8573
H 0.1763 -5.0875 -2.5507
H 1.6342 -4.1567 -2.9066
H 0.2964 -4.1600 -4.0344
H -2.0699 -3.7548 -1.8663
H -1.8503 -3.2464 -3.5385
H -2.1071 -2.0400 -2.2803
```

Record 4
DFT (ωB97M-V with the def2-TZVPD basis set) results for a 2-piece molecular cluster, C6H13NS overall in a non-equilibrium geometry.

## Properties
ΔE to the lowest compared entry with this formula, charge and spin	103.6	kcal/mol
structure (SMILES)	CC1=CC1.CNSC

Structure (XYZ):
```
21
C6H13NS, DFT ωB97M-V with the def2-TZVPD basis set
C -1.9134 1.5091 -0.6274
C -0.9041 2.0347 -1.6034
C -1.5340 0.6253 -1.5216
C -1.9011 -0.6263 -2.2825
C 2.9852 -1.4022 1.4426
C -0.3279 -0.1147 2.0171
N 2.1485 -0.2706 1.1927
S 0.5832 -0.5137 0.5784
H 2.6130 0.4658 0.6406
H -2.7285 1.7231 0.1459
H -1.2240 2.7825 -2.4675
H 0.1726 2.1031 -1.2942
H -2.3767 -0.4467 -3.2015
H -2.4378 -1.4133 -1.6200
H -0.9233 -1.2609 -2.5264
H 3.0401 -2.1495 0.5863
H 2.5483 -1.9889 2.3193
H 3.9899 -1.1746 1.5633
H -0.3258 0.9484 2.2576
H -0.1572 -0.8034 2.8203
H -1.3269 -0.0269 1.5804
```

Record 5
DFT (ωB97M-V with the def2-TZVPD basis set) results for C8H6O4 in the gas phase in a non-equilibrium geometry.

## Properties
ΔE to the lowest compared entry with this formula, charge and spin	48.8	kcal/mol
structure (SMILES)	O=Cc1cc(O)c(O)c(C=O)c1

Structure (XYZ):
```
18
C8H6O4, DFT ωB97M-V with the def2-TZVPD basis set
C -0.9431 -0.2675 -1.2283
C 0.0042 0.6464 -1.4502
C 1.0308 0.9775 -0.5055
C 1.9284 2.0951 -0.7746
C 0.9799 0.3124 0.6887
C -0.0848 -0.5713 1.0505
C -0.2520 -0.9069 2.4175
C -1.0005 -0.8944 -0.0139
H -2.1605 -1.3876 -2.1515
H 0.1418 1.2715 -2.4092
H 1.5015 2.9350 -1.2809
H 1.7875 0.4626 1.3853
H -1.2104 -1.4194 2.6159
H -1.5066 -2.3529 0.8729
O -1.9111 -0.4566 -2.2012
O 3.1095 1.9889 -0.5376
O 0.5428 -0.6306 3.3280
O -1.9571 -1.8022 0.1941
```

Record 6
DFT (ωB97M-V with the def2-TZVPD basis set) results for a 9-piece molecular cluster, C20H30Cl15NO10 overall in a non-equilibrium geometry.

## Properties
E_tot	-231028.08711	eV
structure (SMILES)	C[C@H]1COC(=O)O1.C[C@H]1COC(=O)O1.C[C@H]1COC(=O)O1.ClC(Cl)Cl.ClC(Cl)Cl.ClC(Cl)Cl.ClC(Cl)Cl.ClC(Cl)Cl.CNC(C)=O

Structure (XYZ):
```
76
C20H30Cl15NO10, DFT ωB97M-V with the def2-TZVPD basis set
C -4.1009 2.8209 3.6596
C -4.9853 1.6847 3.1722
O -6.1952 1.5126 3.2882
N -4.2197 0.7509 2.5830
C -4.7861 -0.5652 2.2688
H -3.9094 3.4073 2.7784
H -3.2616 2.3962 4.2290
H -4.5533 3.5364 4.3417
H -3.2561 0.9696 2.3293
H -5.6491 -0.8081 2.9867
H -3.9580 -1.2579 2.2825
H -5.1860 -0.5049 1.3112
C 1.5640 4.5971 3.7170
C 1.8153 4.3758 2.2404
C 3.1520 5.0224 1.6786
O 3.6947 4.0981 0.8167
C 3.0109 2.9304 0.9279
O 3.3441 1.9049 0.3185
O 2.0291 3.0267 1.8658
H 1.1617 5.6230 3.8405
H 2.4614 4.5062 4.2727
H 0.7721 3.8629 4.0167
H 0.9781 4.6566 1.6180
H 3.8660 5.2455 2.4969
H 3.0408 5.9939 1.0710
C 0.9332 -2.1415 0.7035
C 1.2004 -0.6208 0.6719
C 0.5931 0.1720 -0.5631
O -0.3650 1.0489 -0.0204
C -0.3950 0.9003 1.3577
O -1.2263 1.3301 2.0896
O 0.5773 0.0924 1.7953
H 1.3779 -2.6138 1.5634
H 1.4142 -2.5361 -0.1864
H -0.1484 -2.3038 0.7526
H 2.2188 -0.3455 0.8135
H 0.1514 -0.4274 -1.3006
H 1.2879 0.8458 -1.0673
C -1.7451 -2.1058 -3.9676
C -0.3160 -2.4068 -4.1703
C 0.3436 -1.4449 -5.1670
O 1.6728 -1.3196 -4.6688
C 1.5985 -1.5945 -3.3296
O 2.4639 -1.3253 -2.5484
O 0.5176 -2.2027 -2.9818
H -2.2402 -2.1527 -4.9417
H -1.8758 -1.0684 -3.6295
H -2.1263 -2.8364 -3.2574
H -0.1486 -3.4530 -4.4324
H -0.2219 -0.5259 -5.1981
H 0.3097 -1.8547 -6.1471
C -3.1259 1.3160 -1.2946
Cl -3.1618 -0.4522 -1.0467
Cl -4.7215 2.1106 -1.2374
Cl -2.1836 1.6977 -2.7062
H -2.6548 1.6615 -0.4076
C 4.5247 -1.8664 3.6969
Cl 3.7851 -3.3062 2.8642
Cl 3.2569 -1.0793 4.7135
Cl 5.0788 -0.8359 2.3145
H 5.3623 -2.1224 4.3066
C -3.2897 -5.1315 -0.3561
Cl -2.8622 -6.8092 -0.1776
Cl -1.9386 -4.1368 -0.1231
Cl -4.5702 -4.6915 0.6931
H -3.7735 -5.0618 -1.3441
C 1.9252 3.0991 -4.4648
Cl 2.7322 2.4220 -3.0777
Cl 1.5815 4.8066 -4.2981
Cl 0.4555 2.1427 -4.8180
H 2.5331 3.0366 -5.3682
C 3.6827 -5.0237 -0.8273
Cl 2.1049 -5.3824 -0.1420
Cl 3.9280 -5.7692 -2.3794
Cl 5.0283 -5.5359 0.1896
H 3.6217 -3.9846 -0.9910
```

Record 7
DFT (ωB97M-V with the def2-TZVPD basis set) results for C6H10BCsNO4 as an isolated structure in a non-equilibrium geometry.

## Properties
E_tot	-17278.33169	eV
total charge	+1

Structure (XYZ):
```
23
C6H10BCsNO4, DFT ωB97M-V with the def2-TZVPD basis set
C -1.1901 -2.3906 -2.1146
C -0.2870 -2.8623 -1.0099
O 0.3259 -3.8464 -1.1396
O -0.1477 -2.1777 0.2679
C -0.4275 -0.7118 0.1799
C 0.1827 0.1621 1.3808
C -0.1516 1.6336 1.0112
B 1.1381 2.5626 1.0446
O 1.1176 3.7247 1.7237
O 2.3070 2.1595 0.3577
C 2.1131 2.1849 -0.9106
N 1.7737 1.9778 -1.9962
H -2.1909 -2.7685 -1.9299
H -0.7934 -2.8033 -3.0268
H -1.2412 -1.3146 -2.2348
H 0.0632 -0.3597 -0.7155
H -1.5196 -0.4959 0.0205
H -0.3222 -0.0058 2.3715
H 1.2762 0.0072 1.4691
H -0.5526 1.6671 -0.0046
H -0.9387 2.0271 1.6396
H 0.2369 4.0909 1.6062
Cs -0.7721 -2.4608 2.0095
```

Record 8
DFT (ωB97M-V with the def2-TZVPD basis set) results for a 2-piece molecular cluster, C8H16S2 overall in a non-equilibrium geometry.

## Properties
ΔE to the lowest compared entry with this formula, charge and spin	11.0	kcal/mol
structure (SMILES)	C1CCSC1.C1CCSC1

Structure (XYZ):
```
26
C8H16S2, DFT ωB97M-V with the def2-TZVPD basis set
S -2.1340 -2.0058 -0.6970
C -2.2381 -0.6543 0.4783
C -3.3637 -1.0914 -1.7739
C -2.3031 0.6272 -0.3371
C -3.0729 0.4190 -1.6315
H -3.1958 -0.8401 1.0015
H -1.4231 -0.7634 1.2194
H -3.2675 -1.3907 -2.8353
H -4.3916 -1.3392 -1.4462
H -2.6718 1.4657 0.2845
H -1.2374 0.8211 -0.5659
H -2.4961 0.7897 -2.5006
H -3.9956 1.0259 -1.5564
S 3.8214 -1.1741 -0.0007
C 2.0101 -0.9538 0.2426
C 4.2325 0.3975 0.8762
C 1.7662 0.2804 1.1909
C 2.9319 1.2738 0.9417
H 1.4895 -0.6831 -0.6961
H 1.5625 -1.8946 0.6165
H 4.6148 0.1730 1.8905
H 5.0054 0.9887 0.3485
H 0.7866 0.7564 0.9929
H 1.7642 -0.0695 2.2411
H 3.0463 2.0401 1.7324
H 2.7593 1.8015 -0.0160
```

Record 9
DFT (ωB97M-V with the def2-TZVPD basis set) results for C4H5N3 in the gas phase in a non-equilibrium geometry.

## Properties
ΔE to the lowest compared entry with this formula, charge and spin	68.4	kcal/mol

Structure (XYZ):
```
12
C4H5N3, DFT ωB97M-V with the def2-TZVPD basis set
C 1.4425 0.6283 0.1109
N -0.0236 0.6602 -0.1750
C -0.7714 -0.5965 0.0571
C -1.9458 -0.4248 0.7973
N -2.8914 -0.1933 1.4420
C -0.4262 -1.6935 -0.7363
N -0.0939 -2.5897 -1.4058
H 1.5598 0.5455 1.1908
H 1.8997 1.5499 -0.2601
H 1.8807 -0.2413 -0.3797
H -0.1755 1.0394 -1.1187
H -0.4547 1.3159 0.4778
```

Record 10
DFT (ωB97M-V with the def2-TZVPD basis set) results for a 8-piece molecular cluster, C15H44NO10 overall in a non-equilibrium geometry.

## Properties
E_tot	-38233.67725	eV
total charge	-1

Structure (XYZ):
```
70
C15H44NO10, DFT ωB97M-V with the def2-TZVPD basis set
N -0.2370 -0.2907 0.9630
O -1.3541 0.1426 1.2947
O 0.0161 -1.5139 1.1064
O 0.6709 0.4778 0.5820
C 1.9345 1.3366 -2.5348
C 0.8622 2.4241 -2.4532
C 0.3570 2.8060 -3.8335
O -0.2578 1.9353 -1.7242
H 2.3132 1.0473 -1.5512
H 2.7562 1.7123 -3.1512
H 1.5273 0.4003 -2.9234
H 1.3328 3.3276 -2.0381
H -0.4889 3.4931 -3.7745
H -0.0171 1.9176 -4.3506
H 1.1505 3.2675 -4.4241
H 0.1002 1.3966 -0.9973
C -2.9269 -0.1186 -1.7682
C -3.0472 0.4866 -3.1682
C -3.5657 -0.4517 -4.2389
O -3.9849 1.5871 -3.1194
H -2.0282 -0.7491 -1.7832
H -3.7174 -0.8230 -1.4911
H -2.8339 0.5634 -0.9257
H -2.0829 0.9422 -3.4097
H -2.7325 -1.0728 -4.5848
H -3.9971 0.0687 -5.0917
H -4.3280 -1.1520 -3.8900
H -3.5742 2.3016 -2.6196
C 3.8877 -1.2462 2.4124
C 3.2571 -2.5935 2.0757
C 2.2363 -3.0530 3.1515
O 2.6811 -2.5578 0.7876
H 3.2109 -0.4025 2.2579
H 4.7905 -1.0565 1.8286
H 4.1717 -1.2145 3.4707
H 4.0570 -3.3384 2.0942
H 2.2388 -4.1415 3.1341
H 1.2414 -2.6388 3.0235
H 2.6048 -2.7268 4.1282
H 1.7957 -2.1493 0.8445
C -2.7314 -3.4647 -0.1980
C -2.0990 -4.4607 0.7622
C -1.2247 -5.5109 0.0684
O -1.3470 -3.8215 1.7692
H -3.4404 -3.9818 -0.8501
H -1.9930 -2.9889 -0.8475
H -3.2634 -2.6870 0.3507
H -2.9208 -5.0278 1.2142
H -0.8120 -6.1751 0.8312
H -0.3709 -5.0725 -0.4506
H -1.8242 -6.1305 -0.6040
H -0.9576 -2.9958 1.4141
C 1.8029 5.4554 1.5295
C 2.2999 4.0521 1.2624
C 2.9748 3.4079 2.4858
O 1.1642 3.2761 0.8931
H 1.4224 5.8555 0.5876
H 2.5611 6.1055 1.9682
H 0.9725 5.4715 2.2411
H 3.0002 4.1190 0.4179
H 2.2198 3.1047 3.2103
H 3.7347 4.0852 2.8725
H 3.4169 2.4580 2.1648
H 1.4138 2.3388 0.8668
O -2.9055 -1.4820 3.1204
H -2.5048 -2.3587 3.0267
H -2.2985 -0.8898 2.6336
O -1.7231 3.2695 1.3234
H -0.7769 3.3823 1.1286
H -1.8097 2.3224 1.4991
```

Record 11
DFT (ωB97M-V with the def2-TZVPD basis set) results for C8H6N2 as an isolated structure in a non-equilibrium geometry.

## Properties
ΔE to the lowest compared entry with this formula, charge and spin	127.6	kcal/mol

Structure (XYZ):
```
16
C8H6N2, DFT ωB97M-V with the def2-TZVPD basis set
C -4.5199 -0.2329 -0.0472
C -1.5715 1.6253 -0.0450
C -0.2265 1.3129 -0.0026
C -2.4606 0.5832 -0.0013
C -2.0503 -0.8346 0.1218
C 0.1082 -0.0749 -0.0199
C -3.1317 -1.6480 -0.1635
C 1.5373 -0.5175 -0.0397
N -0.7297 -1.1043 0.2056
N -3.8245 0.7892 -0.0708
H -1.9709 2.6827 -0.1741
H 0.4936 2.1316 -0.1854
H -3.4215 -2.7198 -0.0049
H 2.2052 0.1419 -0.7029
H 2.0811 -0.7169 1.0081
H 1.3891 -1.6113 -0.3324
```